Entry 1:
A molecular structure, C32H58BGeIrN8O3SSi at a distorted geometry, computed with wB97M-V/def2-TZVPD.

CARTESIAN COORDINATES (ANGSTROEM)
Ir  2.13962  -0.63669  2.63315
Ge  3.65311  -3.70986  3.73732
S  0.25664  0.23129  -1.36084
Si  -1.11141  1.12642  -2.84285
O  -2.46459  0.27236  -2.75809
O  -1.38544  2.56433  -2.22159
O  -0.34985  0.98099  -4.24425
N  1.53635  1.07878  1.67309
N  -0.37429  0.42866  3.76504
N  0.55192  -1.64171  1.52635
N  -2.20992  0.84583  2.02676
N  0.78181  -0.16699  4.15988
N  -0.63818  -1.01812  1.69986
N  -2.54643  1.21605  0.76466
N  0.22294  1.36804  1.55782
C  0.74805  0.95094  -6.35001
C  1.50730  -0.56705  -4.50941
C  0.34379  -2.78560  0.87184
C  1.36374  3.00911  0.60753
C  0.09729  2.54390  0.91955
C  -1.02719  -2.90733  0.61675
C  -2.47325  4.63845  -1.71642
C  -2.87159  -1.07406  -3.07274
C  1.45960  -3.69746  0.49726
C  -0.18117  4.59536  -2.73701
C  -1.60384  -1.77274  1.15039
C  2.25240  2.05162  1.10417
C  4.45668  -4.50553  2.11998
C  0.90790  -0.02075  5.48226
C  -3.33396  0.55572  2.74420
C  3.65019  -1.71287  3.41867
C  1.80607  -4.26581  4.17898
C  -3.86644  1.21571  0.70237
C  -1.70419  -2.04112  -2.89481
C  -1.55118  3.92840  -2.71063
C  3.74269  1.99890  1.08781
C  2.04586  -0.58216  6.25959
C  -0.19761  0.69099  5.95398
C  -4.41313  0.80181  1.94609
C  -0.96667  0.96492  4.84297
C  -4.59821  1.58282  -0.53909
C  0.95291  0.81319  -4.84346
C  -3.35362  -1.08885  -4.52161
C  -4.00314  -1.43140  -2.11875
C  -2.16468  3.89110  -4.10320
C  1.90255  1.88894  -4.33139
C  4.82926  -3.88727  5.30787
B  -0.78816  0.42891  2.27091
H  0.26096  4.58935  -1.74107
H  -2.64275  -1.48316  1.17310
H  1.54317  2.88195  -4.59622
H  2.50647  -0.67411  -4.92863
H  2.22238  -3.14983  -0.06041
H  4.38573  -3.40556  6.17860
H  4.14166  2.00866  2.10373
H  2.38321  -1.52032  5.82038
H  5.54021  -4.50878  2.23458
H  0.32481  1.92872  -6.57948
H  1.61970  3.93180  0.11706
H  1.92428  -4.12005  1.38772
H  -3.67986  -2.09072  -4.79821
H  1.70222  0.85148  -6.86549
H  -2.54880  -0.78043  -5.19105
H  -2.03391  -3.07033  -3.02367
H  4.12639  -5.53645  1.99261
H  -2.25101  5.70378  -1.67858
H  -3.52041  4.51581  -1.99109
H  -3.69675  -1.24554  -1.08767
H  -5.11598  0.70931  -0.93605
H  4.34106  -1.50728  2.56429
H  5.80727  -3.44769  5.11745
H  1.57808  -5.25623  3.78563
H  -4.18764  -0.39828  -4.64384
H  1.69498  -4.30352  5.26238
H  -5.45835  0.72249  2.19422
H  -4.26219  -2.48460  -2.22423
H  4.05798  -1.22926  4.31160
H  -0.87019  2.96067  0.70931
H  -3.89886  1.94496  -1.28813
H  -4.88844  -0.83416  -2.33223
H  0.48300  4.06691  -3.42023
H  4.15081  2.85497  0.55684
H  0.06411  0.18367  -6.71149
H  -0.39431  0.97347  6.97361
H  -2.32908  4.21870  -0.72103
H  -0.27897  5.62451  -3.07876
H  -3.13662  3.39491  -4.07506
H  -1.51688  3.35216  -4.79773
H  -0.92748  -1.83499  -3.62883
H  -1.28635  -1.92965  -1.88399
H  2.88878  1.75497  -4.77233
H  1.57393  -0.69378  -3.41939
H  -1.52395  -3.71850  0.11213
H  0.88225  -1.36021  -4.91592
H  4.20690  -3.94689  1.21886
H  -2.29836  4.90654  -4.47356
H  -5.35426  2.34003  -0.33189
H  -1.88971  1.51395  4.76977
H  1.73051  -0.76320  7.28421
H  1.09249  -4.51428  -0.11882
H  2.88323  0.11778  6.28501
H  4.96150  -4.94778  5.52506
H  4.09143  1.09125  0.58875
H  1.99560  1.82348  -3.24014
H  1.08525  -3.55063  3.78047
H  -3.28975  0.18970  3.75689

Computed properties:
- HOMO energy (alpha / beta) (hartree) = -0.50494 / -0.51171
- gap between HOMO and LUMO (alpha / beta) (eV) = 7.332 / 4.685
- ⟨S²⟩ = 6.0125
- M (Da) = 938.66
- charge = +2
- LUMO level (alpha / beta) (eV) = -6.41 / -9.24
- 2S+1 = 5

Entry 2:
A single C5H8O molecule, computed with wB97M-V/def2-TZVPD.

CARTESIAN COORDINATES (ANGSTROEM)
O  1.14910  -2.05139  0.26168
C  -1.65886  -0.51421  0.25997
C  1.55644  0.43278  0.28141
C  -0.39199  -0.23894  -0.54195
C  0.85865  -0.90671  0.04026
C  0.31475  1.13149  -0.33241
H  -1.92777  -1.57335  0.19190
H  -1.51045  -0.27544  1.32017
H  0.52297  1.66980  -1.26013
H  -0.54410  -0.49925  -1.59699
H  2.50207  0.55179  -0.25619
H  1.73727  0.63276  1.34230
H  -2.49980  0.08303  -0.10806
H  -0.20872  1.80498  0.35243

Computed properties:
- HOMO energy (hartree) = -0.34578
- gap between HOMO and LUMO (eV) = 10.409
- M (Da) = 84.12
- SMILES = C[C@H]1CCC1=O
- LUMO level (eV) = 1.00